Molecular formula: C34H58F21N2O16
Method: DFT, ωB97M-V with the def2-TZVPD basis set

## Properties
⟨S²⟩	0.75
spin multiplicity	2
E_HOMO	1.3	eV
charge	-4
strongest force on any atom	5.9	eV/A

Last columns: bonded neighbours and bond lengths (Å).
Element x y z (Å)
1 C 20.63 -28.59 -10.85  C2 1.527, H8 1.090, H9 1.090, H10 1.090
2 C 21.03 -29.93 -11.47  C1 1.527, O3 1.196, N4 1.527
3 O 22.15 -30.27 -11.23  C2 1.196
4 N 19.94 -30.67 -12.25  C2 1.527, H5 1.010, H6 1.010, C7 1.519
5 H 18.98 -30.53 -11.97  N4 1.010
6 H 20.07 -30.39 -13.21  N4 1.010
7 C 20.16 -32.16 -12.03  N4 1.519, H11 1.090, H12 1.090, H13 1.090
8 H 19.63 -28.24 -11.12  C1 1.090
9 H 21.34 -27.82 -11.15  C1 1.090
10 H 20.55 -28.68 -9.77  C1 1.090
11 H 20.16 -32.30 -10.95  C7 1.090
12 H 21.04 -32.46 -12.61  C7 1.090
13 H 19.27 -32.73 -12.29  C7 1.090
14 C 16.57 -30.02 -14.16  C15 1.535, H21 1.090, H22 1.090, H23 1.090
15 C 15.76 -31.30 -13.88  C14 1.535, O16 1.237, N17 1.470
16 O 15.80 -32.28 -14.63  C15 1.237
17 N 15.04 -31.38 -12.60  C15 1.470, H18 1.010, H19 1.010, C20 1.529
18 H 15.51 -30.82 -11.90  N17 1.010
19 H 14.09 -31.07 -12.72  N17 1.010
20 C 14.97 -32.81 -12.07  N17 1.529, H24 1.090, H25 1.090, H26 1.090
21 H 17.13 -29.71 -13.28  C14 1.090
22 H 15.87 -29.21 -14.35  C14 1.090
23 H 17.27 -30.20 -14.98  C14 1.090
24 H 14.86 -32.73 -10.99  C20 1.090
25 H 15.94 -33.30 -12.15  C20 1.090
26 H 14.14 -33.33 -12.54  C20 1.090
27 C 11.84 -26.85 -6.36  O28 1.465, O29 1.408, C30 1.562, H41 1.090
28 O 12.47 -27.96 -7.08  C27 1.465, C34 1.448
29 O 10.45 -27.08 -6.39  C27 1.408
30 C 12.59 -26.62 -5.01  C27 1.562, F31 1.366, F32 1.341, F33 1.305
31 F 12.25 -25.38 -4.54  C30 1.366
32 F 12.21 -27.44 -4.02  C30 1.341
33 F 13.90 -26.63 -5.11  C30 1.305
34 C 12.96 -27.84 -8.44  O28 1.448, C35 1.521, H39 1.090, H40 1.090
35 C 13.60 -29.15 -8.90  C34 1.521, H36 1.090, H37 1.090, H38 1.090
36 H 14.36 -29.44 -8.18  C35 1.090
37 H 12.80 -29.89 -8.85  C35 1.090
38 H 14.00 -29.15 -9.91  C35 1.090
39 H 13.66 -27.05 -8.70  C34 1.090
40 H 12.14 -27.67 -9.14  C34 1.090
41 H 12.03 -25.93 -6.91  C27 1.090
42 C 12.54 -33.77 -3.90  O43 1.404, O44 1.421, C45 1.582, H56 1.090
43 O 12.85 -32.72 -4.78  C42 1.404, C49 1.431
44 O 11.13 -33.87 -3.98  C42 1.421
45 C 13.31 -35.15 -4.00  C42 1.582, F46 1.341, F47 1.327, F48 1.355
46 F 14.50 -35.04 -3.38  C45 1.341
47 F 12.62 -36.19 -3.56  C45 1.327
48 F 13.37 -35.46 -5.32  C45 1.355
49 C 14.23 -32.38 -4.93  O43 1.431, C50 1.543, H54 1.090, H55 1.090
50 C 14.48 -31.37 -6.07  C49 1.543, H51 1.090, H52 1.090, H53 1.090
51 H 14.33 -31.80 -7.06  C50 1.090
52 H 13.84 -30.49 -6.03  C50 1.090
53 H 15.47 -30.90 -6.03  C50 1.090
54 H 14.80 -33.21 -5.34  C49 1.090
55 H 14.76 -32.02 -4.05  C49 1.090
56 H 12.68 -33.32 -2.91  C42 1.090
57 C 11.77 -23.89 -12.30  O58 1.455, O59 1.346, C60 1.612, H71 1.090
58 O 12.46 -25.17 -12.35  C57 1.455, C64 1.492
59 O 11.82 -23.38 -13.54  C57 1.346
60 C 10.33 -24.18 -11.65  C57 1.612, F61 1.339, F62 1.309, F63 1.339
61 F 9.46 -23.16 -11.62  C60 1.339
62 F 9.74 -25.23 -12.15  C60 1.309
63 F 10.69 -24.49 -10.40  C60 1.339
64 C 13.24 -25.61 -11.16  O58 1.492, C65 1.584, H69 1.090, H70 1.090
65 C 14.09 -26.88 -11.58  C64 1.584, H66 1.090, H67 1.090, H68 1.090
66 H 13.49 -27.78 -11.72  C65 1.090
67 H 14.40 -26.60 -12.58  C65 1.090
68 H 14.97 -27.11 -10.98  C65 1.090
69 H 12.54 -26.01 -10.44  C64 1.090
70 H 13.96 -24.93 -10.69  C64 1.090
71 H 12.30 -23.28 -11.56  C57 1.090
72 C 19.89 -23.02 -14.03  O73 1.445, O74 1.418, C75 1.602, H86 1.090
73 O 18.85 -24.00 -13.85  C72 1.445, C79 1.434
74 O 20.23 -23.12 -15.41  C72 1.418
75 C 19.28 -21.63 -13.54  C72 1.602, F76 1.354, F77 1.313, F78 1.338
76 F 20.17 -20.63 -13.76  C75 1.354
77 F 18.18 -21.26 -14.16  C75 1.313
78 F 18.87 -21.73 -12.27  C75 1.338
79 C 18.87 -24.67 -12.58  O73 1.434, C80 1.517, H84 1.090, H85 1.090
80 C 17.47 -25.20 -12.36  C79 1.517, H81 1.090, H82 1.090, H83 1.090
81 H 16.68 -24.70 -12.92  C80 1.090
82 H 17.39 -26.29 -12.42  C80 1.090
83 H 17.31 -24.91 -11.32  C80 1.090
84 H 19.13 -24.18 -11.64  C79 1.090
85 H 19.50 -25.53 -12.79  C79 1.090
86 H 20.78 -23.32 -13.49  C72 1.090
87 C 17.11 -28.48 -0.86  O88 1.441, O89 1.411, C90 1.637, H101 1.090
88 O 17.46 -28.82 -2.21  C87 1.441, C94 1.510
89 O 18.12 -29.09 -0.08  C87 1.411
90 C 16.91 -26.88 -0.59  C87 1.637, F91 1.327, F92 1.352, F93 1.321
91 F 15.73 -26.60 -1.13  C90 1.327
92 F 16.75 -26.56 0.71  C90 1.352
93 F 17.87 -26.04 -0.93  C90 1.321
94 C 16.45 -28.63 -3.32  O88 1.510, C95 1.558, H99 1.090, H100 1.090
95 C 17.19 -28.89 -4.66  C94 1.558, H96 1.090, H97 1.090, H98 1.090
96 H 18.11 -28.31 -4.78  C95 1.090
97 H 17.53 -29.91 -4.87  C95 1.090
98 H 16.54 -28.58 -5.48  C95 1.090
99 H 15.98 -27.65 -3.37  C94 1.090
100 H 15.69 -29.40 -3.21  C94 1.090
101 H 16.12 -28.89 -0.64  C87 1.090
102 C 17.13 -30.40 -9.69  O103 1.471, O104 1.428, C105 1.640, H116 1.090
103 O 17.84 -29.15 -9.37  C102 1.471, C109 1.488
104 O 17.32 -30.74 -11.06  C102 1.428
105 C 17.33 -31.51 -8.50  C102 1.640, F106 1.359, F107 1.333, F108 1.304
106 F 16.36 -32.46 -8.45  C105 1.359
107 F 18.49 -32.17 -8.52  C105 1.333
108 F 17.33 -31.00 -7.30  C105 1.304
109 C 17.67 -28.27 -8.18  O103 1.488, C110 1.526, H114 1.090, H115 1.090
110 C 17.41 -26.81 -8.55  C109 1.526, H111 1.090, H112 1.090, H113 1.090
111 H 18.29 -26.26 -8.89  C110 1.090
112 H 16.55 -26.64 -9.19  C110 1.090
113 H 17.05 -26.41 -7.60  C110 1.090
114 H 18.44 -28.32 -7.41  C109 1.090
115 H 16.74 -28.49 -7.66  C109 1.090
116 H 16.12 -30.03 -9.57  C102 1.090
117 C 15.64 -21.59 -9.53  O118 1.428, O119 1.446, C120 1.576, H131 1.090
118 O 15.00 -21.94 -8.31  C117 1.428, C124 1.514
119 O 14.58 -21.32 -10.47  C117 1.446
120 C 16.79 -20.52 -9.34  C117 1.576, F121 1.296, F122 1.335, F123 1.322
121 F 16.82 -19.86 -10.46  C120 1.296
122 F 16.61 -19.72 -8.29  C120 1.335
123 F 17.97 -21.04 -9.06  C120 1.322
124 C 15.75 -22.79 -7.30  O118 1.514, C125 1.543, H129 1.090, H130 1.090
125 C 14.76 -23.27 -6.22  C124 1.543, H126 1.090, H127 1.090, H128 1.090
126 H 13.93 -23.82 -6.65  C125 1.090
127 H 15.24 -23.79 -5.39  C125 1.090
128 H 14.20 -22.47 -5.73  C125 1.090
129 H 16.48 -22.16 -6.80  C124 1.090
130 H 16.03 -23.76 -7.72  C124 1.090
131 H 16.19 -22.38 -10.05  C117 1.090